Run one
Entry from the OMol25 dataset: an isolated molecule of C20H21N5O3S (wB97M-V/def2-TZVPD).

```
50
C20H21N5O3S (wB97M-V/def2-TZVPD)
C 5.9006 2.2810 -2.0366
C 5.5232 2.6061 -0.6251
C 5.6807 3.8746 -0.0981
C 5.3234 4.1592 1.2109
C 4.7995 3.1596 2.0054
C 4.6317 1.8788 1.5013
C 4.9910 1.5962 0.1916
O 4.8675 0.3681 -0.4012
C 4.3494 -0.6986 0.3548
C 4.3498 -1.9321 -0.5569
O 3.8265 -3.0685 0.0851
C 2.4758 -3.1972 0.2452
C 1.5168 -2.3296 -0.2569
C 0.1597 -2.5777 -0.0400
C -0.2329 -3.7011 0.6857
C 0.7251 -4.5647 1.1816
C 2.0681 -4.3211 0.9672
H 2.8272 -4.9869 1.3457
H 0.4270 -5.4381 1.7421
H -1.2843 -3.8739 0.8454
C -0.8134 -1.6466 -0.5824
N -2.0570 -1.8455 -0.3856
N -3.0256 -1.0315 -0.8655
C -2.9311 0.1363 -1.5492
O -1.9086 0.6838 -1.8930
C -4.3150 0.7156 -1.9033
C -5.2112 0.7954 -0.7289
N -5.6261 -0.2217 -0.0658
N -6.3998 0.0599 0.9768
C -6.6048 1.3229 1.1380
N -7.4103 1.8574 2.0777
H -7.3067 2.8313 2.3038
H -7.7013 1.2384 2.8162
S -5.7889 2.3270 -0.0710
H -4.1609 1.7026 -2.3389
H -4.7558 0.0579 -2.6578
H -3.9565 -1.3248 -0.5722
H -0.4174 -0.8033 -1.1442
H 1.7918 -1.4540 -0.8247
H 5.3814 -2.1906 -0.8091
H 3.8155 -1.7051 -1.4864
H 3.3268 -0.4805 0.6936
H 4.9732 -0.9002 1.2367
H 4.2196 1.1132 2.1399
H 4.5154 3.3665 3.0265
H 5.4543 5.1561 1.6034
H 6.0904 4.6547 -0.7236
H 6.6297 1.4725 -2.0525
H 6.3187 3.1508 -2.5361
H 5.0259 1.9390 -2.5877
```

- SMILES: Cc1ccccc1OCCOc1cccc(/C=N/NC(=O)Cc2nnc(N)s2)c1
- Net charge: 0
- Gap between HOMO and LUMO: 8.55 eV
- HOMO: -8.2 eV

---

Run two
Entry from the OMol25 dataset: an isolated molecule of C20H21N5O3S (wB97M-V/def2-TZVPD).

```
50
C20H21N5O3S (wB97M-V/def2-TZVPD)
C -0.5624 -0.4378 -2.4307
H -0.5788 -1.3079 -3.0939
O -1.7350 -0.3590 -1.6591
C -2.0717 -1.4480 -0.8842
C -1.2881 -2.5783 -0.7337
C -1.7171 -3.6182 0.0785
C -2.9255 -3.5341 0.7401
C -3.7182 -2.4068 0.5999
C -3.3003 -1.3603 -0.2045
N -4.0276 -0.1718 -0.3523
C -4.8555 0.3714 0.5761
O -5.4496 -0.2380 1.4309
C -5.0828 1.8785 0.4387
H -5.2876 2.2711 1.4348
H -5.9441 2.0700 -0.2043
S -3.7191 2.8297 -0.2930
C -2.3813 2.0833 0.5344
N -2.4671 1.2842 1.5630
N -1.2470 0.7916 1.7853
C -0.4187 1.2997 0.9080
N -1.0988 2.1552 0.0742
C -0.6470 2.9147 -1.0535
H -0.3881 3.9338 -0.7557
H 0.2253 2.4324 -1.4923
H -1.4519 2.9639 -1.7889
C 0.9779 0.9249 0.8026
C 1.9840 1.8148 0.4355
C 3.2966 1.3960 0.3341
C 3.6298 0.0718 0.6052
C 2.6257 -0.8174 0.9945
C 1.3183 -0.3977 1.0941
H 0.5375 -1.0781 1.3965
H 2.8787 -1.8438 1.2217
N 4.9357 -0.4136 0.5222
C 6.0697 0.2284 0.1047
O 6.1032 1.3676 -0.2958
C 7.2931 -0.6601 0.1955
H 7.1648 -1.5445 -0.4254
H 8.1612 -0.1057 -0.1484
H 7.4540 -0.9732 1.2251
H 5.0417 -1.3754 0.8154
H 4.0685 2.0914 0.0513
H 1.7562 2.8549 0.2596
H -3.6122 0.4580 -1.0293
H -4.6523 -2.3185 1.1276
H -3.2565 -4.3427 1.3729
H -1.0925 -4.4919 0.1887
H -0.3348 -2.6572 -1.2323
H -0.5426 0.4689 -3.0343
H 0.3323 -0.4764 -1.7992
```

- SMILES: COc1ccccc1NC(=O)CSc1nnc(-c2ccc(NC(C)=O)cc2)n1C
- Net charge: 0
- Gap between HOMO and LUMO: 8.41 eV
- HOMO: -8.0 eV

---

Order from most stable to least stable according to the calculation: run two, run one

---

Run one
Entry from the OMol25 dataset: a 2-piece molecular cluster, C2H9N2O overall (wB97M-V/def2-TZVPD).

```
14
C2H9N2O (wB97M-V/def2-TZVPD)
C -0.2954 1.0014 -1.2104
N -1.2674 -1.7668 0.8971
C -1.4208 -0.6251 0.2081
N -0.4612 0.2521 0.0935
H 0.2864 1.8752 -0.8785
H -0.0434 0.2647 -1.8944
H -1.4006 1.3249 -1.4717
H -0.4124 -1.9897 1.2935
H -1.9811 -1.9220 1.6547
H -2.3470 -0.3025 -0.4046
H 0.4337 0.1840 0.5096
H 3.3905 -0.0524 0.5566
H 2.9373 1.3374 0.4514
O 2.5815 0.4187 0.1953
```

- Net charge: +1
- Gap between HOMO and LUMO: 11.56 eV
- HOMO: -15.7 eV

---

Run two
Entry from the OMol25 dataset: a 2-piece molecular cluster, C2H9N2O overall (wB97M-V/def2-TZVPD).

```
14
C2H9N2O (wB97M-V/def2-TZVPD)
C -0.1889 -0.9781 0.4801
C -0.9820 -0.3889 -0.4436
N -0.3458 0.5748 -1.3645
N -0.5426 -1.8162 1.4607
H 0.8795 -0.7968 0.3624
H -2.0448 -0.5272 -0.5379
H -0.0837 1.4158 -0.8332
H -0.9189 0.8508 -2.1620
H 0.5015 0.1884 -1.7825
H -1.5286 -1.9262 1.6300
H 0.1026 -2.1696 2.1370
H 2.2478 1.3312 0.1368
H 1.5225 2.5030 0.7342
O 1.3814 1.7389 0.1826
```

- Net charge: +1
- Gap between HOMO and LUMO: 9.49 eV
- HOMO: -12.7 eV

---

Run three
Entry from the OMol25 dataset: a 2-piece molecular cluster, C2H9N2O overall (wB97M-V/def2-TZVPD).

```
14
C2H9N2O (wB97M-V/def2-TZVPD)
C -0.1744 0.9314 0.5964
C -0.7388 0.6243 -0.5711
N -1.5496 1.5290 -1.2435
N 0.5067 -0.1124 1.4067
H -0.2898 1.7846 1.2514
H -0.3601 -0.1867 -1.1896
H -2.3010 1.9060 -0.6968
H -1.8899 1.0894 -2.0858
H 1.4278 0.2190 1.7087
H 0.0320 -0.3129 2.2807
H 0.5989 -0.9584 0.8310
H 1.2923 -2.9907 0.1910
H 2.0647 -2.5313 -0.9914
O 1.5025 -2.1944 -0.2905
```

- Net charge: +1
- Gap between HOMO and LUMO: 9.84 eV
- HOMO: -13.2 eV

---

Order from most stable to least stable according to the calculation: run two, run three, run one

---

Run one
Entry from the OMol25 dataset: a 2-piece molecular cluster, C2H9N2O overall (wB97M-V/def2-TZVPD).

```
14
C2H9N2O (wB97M-V/def2-TZVPD)
C 1.1582 0.2911 0.3601
C 0.7359 -0.8872 -0.1186
N -0.6661 -0.9678 -0.6121
N 2.4561 0.6866 0.3290
H 0.4397 0.9357 0.8531
H 1.3782 -1.6985 -0.4348
H -0.6523 -0.7152 -1.5959
H -1.3010 -0.3135 -0.0960
H -1.0211 -1.9169 -0.5154
H 3.1187 -0.0383 0.0941
H 2.7477 1.2207 1.1347
H -3.2984 0.8431 0.7431
H -2.5512 1.7152 -0.2832
O -2.5442 0.8450 0.1419
```

- Net charge: +1
- Gap between HOMO and LUMO: 9.80 eV
- HOMO: -13.0 eV

---

Run two
Entry from the OMol25 dataset: a 3-piece molecular cluster, C2H9N2O overall (wB97M-V/def2-TZVPD).

```
14
C2H9N2O (wB97M-V/def2-TZVPD)
C 0.1551 -0.2779 -2.4163
N 0.2724 0.1005 -1.0653
C -0.7851 0.6629 -0.4927
N -0.8100 1.0178 0.7471
H -0.9111 -0.3379 -2.6805
H 0.5485 0.5312 -3.0597
H 0.7811 -1.1463 -2.6206
H 3.6538 0.1875 1.4930
H -1.7410 0.8258 -1.0353
H 3.5695 0.6702 2.0458
H -1.2836 1.9103 0.9311
H -0.1874 -0.6190 2.0533
H -0.1510 -1.9491 2.8760
O 0.3757 -1.2619 2.4689
```

- Net charge: +1
- Gap between HOMO and LUMO: 4.66 eV
- HOMO: -14.5 eV

---

Order from most stable to least stable according to the calculation: run one, run two

---

Run one
Entry from the OMol25 dataset: a 2-piece molecular cluster, C3H8N3O overall (wB97M-V/def2-TZVPD).

```
15
C3H8N3O (wB97M-V/def2-TZVPD)
C 0.2836 -0.6647 -0.0969
C 2.3456 -1.0225 0.0971
C 1.4535 0.0543 0.5727
N 1.0726 -1.5642 -0.5773
N 1.3438 1.1120 1.2026
N -2.9662 1.1391 -0.2247
O -0.8328 -0.3465 -0.3872
H 3.0051 -0.7156 -0.6750
H 2.6644 -1.7126 0.8121
H 1.0150 -2.3971 -1.1831
H 2.1645 1.6018 1.4877
H -2.2414 0.4556 0.0708
H -3.1113 0.9126 -1.2587
H -2.4378 2.0029 -0.2255
H -3.7585 1.1448 0.3856
```

- Net charge: +1
- Gap between HOMO and LUMO: 10.09 eV
- HOMO: -13.4 eV

---

Run two
Entry from the OMol25 dataset: an isolated ion of composition C3H8N3O and charge +1 (wB97M-V/def2-TZVPD).

```
15
C3H8N3O (wB97M-V/def2-TZVPD)
C -1.6362 0.2130 -0.0424
C 1.5393 0.1207 -0.8721
C 1.7423 0.3615 0.6274
N -2.7797 -0.4870 -0.2298
N -0.4817 -0.3223 0.3161
N 0.5143 0.6615 0.0256
O -1.7271 1.4634 -0.2828
H 1.7661 0.8455 -1.6139
H 1.4246 -0.9944 -1.1560
H 1.5991 -0.5251 1.2329
H 2.3887 1.1557 0.9077
H -2.9959 -1.4153 0.2235
H -3.4431 0.2363 -0.1006
H -0.2810 -1.2803 0.3208
H -0.6912 1.6336 -0.2027
```

- SMILES: N/C(O)=[NH+]/N1CC1
- Net charge: +1
- Gap between HOMO and LUMO: 12.19 eV
- HOMO: -15.3 eV

---

Run three
Entry from the OMol25 dataset: an isolated ion of composition C3H8N3O and charge +1 (wB97M-V/def2-TZVPD).

```
15
C3H8N3O (wB97M-V/def2-TZVPD)
C -1.0861 -0.7353 -0.6979
C 0.5653 -0.3202 0.7870
C -0.4053 1.6411 -0.2145
N -0.2966 0.2032 -0.0242
N -0.4696 -1.7086 -1.3824
N 1.3818 0.3027 1.6305
O 0.7342 -2.0046 -1.2326
H -2.1132 -0.5597 -1.0764
H 0.5822 -1.4795 0.8847
H -1.4713 2.0641 -0.0279
H 0.2453 2.1585 0.4608
H -0.0798 1.9171 -1.3027
H -0.9826 -2.4504 -1.9310
H 2.0326 -0.2861 2.1728
H 1.3631 1.2576 1.9539
```

- SMILES: CN(C=[NH2+])/C=[NH+]\[O-]
- Net charge: +1
- Gap between HOMO and LUMO (alpha / beta): 9.39 / 9.40 eV
- HOMO (alpha / beta): -13.3 / -13.3 eV

---

Order from most stable to least stable according to the calculation: run one, run two, run three

---

Run one
Entry from the OMol25 dataset: C10H26BLiNO2 as an isolated structure (wB97M-V/def2-TZVPD).

```
41
C10H26BLiNO2 (wB97M-V/def2-TZVPD)
Li 0.9793 0.1460 0.9397
B 2.6392 -0.1472 1.3858
H 3.6283 -0.2301 0.9627
H 2.6616 -0.2892 2.4552
H 2.1474 0.7628 1.0789
H 2.0824 -0.9821 0.9894
C 0.5096 -1.4609 -2.1579
C 0.6765 -0.1506 -1.2748
C -0.0913 0.9747 -2.0078
C -1.6168 0.9249 -1.9451
C -2.0095 0.7820 -0.3885
C -1.3594 -0.5196 0.2122
N 0.1049 -0.4076 0.0874
O 0.7898 -1.3872 0.8430
C -2.0456 -1.6546 -0.4079
C -1.8451 -0.4382 1.7213
C 2.1198 0.3365 -1.1851
H 1.4725 -1.7395 -2.5860
H -0.2397 -1.4097 -2.9478
H 0.1963 -2.3348 -1.5868
H 0.3533 1.2265 -2.9706
H 0.1164 1.9440 -1.5546
H -2.0891 0.0580 -2.4070
H -2.1172 1.8096 -2.3388
H -3.0873 0.7648 -0.2263
H -1.6405 1.6780 0.1107
H -1.9613 -1.7345 -1.4917
H -3.1165 -1.6677 -0.2054
H -1.6646 -2.6076 -0.0408
H -2.9329 -0.4729 1.7806
H -1.4068 0.4387 2.1977
H -1.4232 -1.2541 2.3083
H 2.7187 -0.5286 -0.9006
H 2.2187 1.1480 -0.4642
H 2.4248 0.8179 -2.1143
C 0.6830 1.0959 2.6201
O 0.2937 1.3941 1.2982
H 1.1734 1.9642 3.0601
H -0.2761 0.9121 3.1044
H 1.4351 0.3099 2.6879
H -0.5020 1.9279 1.3584
```

- Net charge: -1
- Gap between HOMO and LUMO: 4.09 eV
- HOMO: -1.3 eV

---

Run two
Entry from the OMol25 dataset: C10H26BLiNO2 as an isolated structure (wB97M-V/def2-TZVPD).

```
41
C10H26BLiNO2 (wB97M-V/def2-TZVPD)
Li 0.0262 1.2656 -1.6605
B -0.8885 3.1501 -2.4678
H -1.5649 2.8168 -1.5780
H 0.2131 3.1649 -2.1154
H -1.0302 2.3476 -3.3130
H -1.2776 4.1942 -2.8058
C -2.2007 0.6950 0.0874
C -1.1484 0.0856 1.0132
C -1.3614 -1.4396 0.9768
C -0.1844 -2.2747 1.4806
C 1.1263 -1.8532 0.8281
C 1.3825 -0.3153 1.0026
N 0.2031 0.4153 0.5737
O 0.4311 1.8087 0.5456
C 2.5271 0.0380 0.0523
C 1.8324 -0.0818 2.4328
C -1.4433 0.5128 2.4564
H -3.1809 0.2739 0.3270
H -1.9907 0.5365 -0.9738
H -2.2789 1.7773 0.1871
H -1.5901 -1.7629 -0.0449
H -2.1852 -1.7273 1.6367
H -0.3836 -3.2976 1.1407
H -0.0458 -2.2822 2.5630
H 1.0986 -2.0844 -0.2369
H 1.9296 -2.4026 1.3267
H 2.6481 1.1197 0.0094
H 2.3152 -0.2545 -0.9873
H 3.4440 -0.5267 0.2431
H 1.1006 -0.3466 3.2003
H 2.0051 0.9885 2.5937
H 2.7637 -0.5700 2.7374
H -1.2062 1.5777 2.5358
H -0.8699 -0.1146 3.1405
H -2.4830 0.4003 2.7808
C 0.3615 -1.3012 -3.1152
O 0.4500 0.1284 -3.2514
H -0.6804 -1.6015 -3.2595
H 1.0372 -1.8267 -3.7885
H 0.6013 -1.5265 -2.0780
H 0.4971 0.2931 -4.1959
```

- Net charge: -1
- Gap between HOMO and LUMO: 5.23 eV
- HOMO: -2.6 eV

---

Order from most stable to least stable according to the calculation: run two, run one

---

Run one
Entry from the OMol25 dataset: C6H6N2O2 as an isolated structure (wB97M-V/def2-TZVPD).

```
16
C6H6N2O2 (wB97M-V/def2-TZVPD)
O -4.3557 1.3058 -0.2550
C -3.2925 0.4835 -0.2543
C -1.9712 0.9152 -0.1785
C -0.9510 -0.0183 -0.3957
C -1.2943 -1.3576 -0.6153
N -2.5601 -1.7728 -0.5830
C -3.5369 -0.8832 -0.4494
C 0.4257 0.4174 -0.5912
N 1.2325 0.9402 -1.3182
H -4.0947 2.2328 -0.2481
H -1.7343 1.9677 -0.0142
H -0.5292 -2.1188 -0.7810
H -4.5663 -1.2330 -0.5671
O 1.8162 0.9968 1.0068
H 1.1519 1.5177 1.4910
H 2.1802 1.3977 -0.0960
```

- Net charge: 0
- Gap between HOMO and LUMO: 9.12 eV
- HOMO: -9.4 eV

---

Run two
Entry from the OMol25 dataset: a 2-piece molecular cluster, C6H6N2O2 overall (wB97M-V/def2-TZVPD).

```
16
C6H6N2O2 (wB97M-V/def2-TZVPD)
O -3.1473 1.1585 0.0733
C -2.0982 0.5908 -0.1226
C -0.7305 1.1734 0.0434
C 0.1902 0.2736 -0.3539
C 1.6177 0.4811 -0.3840
N 2.6386 0.9138 -0.7847
C -0.4555 -1.0243 -0.7714
N -1.1622 -1.6498 0.3454
C -1.9098 -0.8245 -0.6155
H -0.5475 2.1917 0.3806
H -0.0303 -1.6366 -1.5665
H -1.3565 -2.6330 0.1313
H -2.6531 -1.2859 -1.2667
O 3.3286 0.4271 1.8114
H 3.6803 0.8604 0.8994
H 2.6355 0.9837 2.1804
```

- SMILES: N#CC1=CC(=O)[C@@H]2N[C@H]12.O
- Net charge: 0
- Gap between HOMO and LUMO: 9.08 eV
- HOMO: -10.2 eV

---

Order from most stable to least stable according to the calculation: run two, run one

---

Run one
Entry from the OMol25 dataset: a 2-piece molecular cluster, C6H6N2O2 overall (wB97M-V/def2-TZVPD).

```
16
C6H6N2O2 (wB97M-V/def2-TZVPD)
C 1.5166 -0.5194 -0.5471
C 1.4282 -0.1860 0.8932
C 0.2855 -0.3570 1.5401
C -0.9198 -1.0759 -0.4674
C -1.3868 1.8248 -0.6577
C -0.3059 2.3748 -0.5386
H 0.3358 -1.5977 -2.0241
H 2.2929 0.3255 1.2617
H 0.1277 -0.2149 2.5604
H -1.7292 -0.9459 1.4388
H -2.2653 1.1169 -0.7427
H 0.6124 2.8581 -0.3318
N 0.3300 -1.1175 -1.0425
N -0.8527 -0.7888 0.8814
O 2.4845 -0.2765 -1.2325
O -1.9540 -1.4204 -0.9913
```

- SMILES: O=c1cc[nH]c(=O)[nH]1.C#C
- Net charge: 0
- Gap between HOMO and LUMO: 10.10 eV
- HOMO: -9.6 eV

---

Run two
Entry from the OMol25 dataset: a 2-piece molecular cluster, C6H6N2O2 overall (wB97M-V/def2-TZVPD).

```
16
C6H6N2O2 (wB97M-V/def2-TZVPD)
C 4.8263 0.0815 0.8574
C 5.1164 0.2259 -0.3226
C -0.5231 -1.2768 -0.1253
C -1.9470 -1.4833 0.3406
C -2.7651 -0.4067 0.4186
C -1.1665 1.2154 -0.1242
H 4.4509 0.0779 1.8210
H 5.0996 0.2721 -1.4252
H 0.5465 0.5615 -0.8022
H -2.5050 -2.4149 0.2615
H -3.9160 -0.5856 0.1721
H -3.1406 1.6909 0.2243
N -0.3077 0.1085 -0.2918
N -2.3729 0.9250 0.2582
O 0.3277 -1.9627 -0.5323
O -0.7048 2.3413 -0.2531
```

- SMILES: O=c1cc[nH]c(=O)[nH]1.C#C
- Net charge: 0
- Gap between HOMO and LUMO: 10.14 eV
- HOMO: -9.8 eV

---

Order from most stable to least stable according to the calculation: run one, run two

---

Run one
Entry from the OMol25 dataset: a 2-piece molecular cluster, C5H13N overall (wB97M-V/def2-TZVPD).

```
19
C5H13N (wB97M-V/def2-TZVPD)
C 2.7765 -0.1853 0.4003
N 1.6215 -0.2815 -0.4844
C -0.7541 -0.4887 0.8034
C -1.6811 -0.6777 -0.1970
C -1.1091 1.0763 0.9816
C -1.4887 -0.0883 -1.5538
H 2.6426 0.7126 1.0056
H 3.6940 -0.1793 -0.1887
H 2.9099 -0.9804 1.1533
H 1.6224 -1.1619 -0.9992
H -0.7517 -0.8494 1.8283
H 0.7001 -0.4568 0.1121
H -2.5081 -1.3946 -0.1437
H -2.1351 1.4394 1.0110
H -0.6528 1.6907 0.1999
H -0.5138 1.3647 1.8551
H -1.9814 0.8928 -1.6577
H -1.9312 -0.6480 -2.3745
H -0.4598 0.2154 -1.7515
```

- SMILES: C/C=C\C.CN
- Net charge: 0
- Gap between HOMO and LUMO: 8.28 eV
- HOMO: -7.9 eV

---

Run two
Entry from the OMol25 dataset: a 2-piece molecular cluster, C5H13N overall (wB97M-V/def2-TZVPD).

```
19
C5H13N (wB97M-V/def2-TZVPD)
C -2.0576 1.3881 3.0124
C -1.0992 0.5256 2.1813
C -0.8293 1.0629 0.7807
H -2.6062 0.8007 3.7553
H -2.8726 1.7278 2.3996
H -1.5926 2.2383 3.4871
H -1.5210 -0.4784 2.1626
H -0.1606 0.4508 2.7342
H -0.2461 0.2939 0.2974
H -1.7534 1.0691 0.1775
H -0.6313 2.1358 0.7953
C 2.7209 -1.0767 -2.0736
C 1.4987 -1.1960 -2.5868
N 0.3250 -0.9626 -1.9029
H 2.8906 -0.7986 -1.0403
H 3.6120 -1.1081 -2.6867
H 1.4059 -1.5095 -3.6182
H 0.2943 -1.0601 -0.9076
H -0.5328 -1.1709 -2.3812
```

- SMILES: C=CN.CCC
- Net charge: 0
- Gap between HOMO and LUMO: 9.17 eV
- HOMO: -8.1 eV

---

Order from most stable to least stable according to the calculation: run two, run one